Here is a structure of composition C31H33IN5O2Pd from the Open Molecules 2025 dataset. Energies are from ωB97M-V/def2-TZVPD.

ΔE to the lowest compared entry with this formula, charge and spin, kcal/mol: 0.0
HOMO energy, Ha: -0.1633
Multiplicity: 1
Total charge: -1

```
73
Properties=species:S:1:pos:R:3:mulliken_charge:R:1
I 1.63 4.40 -1.26 -0.204
Pd 1.07 1.18 -0.03 -0.375
O -4.54 -3.32 3.06 -0.644
O -4.11 -2.45 4.96 -0.666
N -3.87 -2.61 3.78 1.067
N 2.31 -2.25 -1.75 0.190
N 0.61 0.29 1.93 0.488
N -0.74 -1.26 0.14 0.308
N -2.87 1.10 -2.94 -0.019
C -1.20 -1.24 1.40 0.220
C -1.34 -2.01 -0.75 -0.589
C 1.59 2.25 -1.65 -1.882
C -1.64 1.48 -2.25 -0.424
C 5.77 -0.21 0.48 -0.645
C 1.89 -1.09 -2.52 -1.028
C 1.09 0.87 4.22 -1.075
C -1.94 -1.24 4.11 -0.467
C -0.82 2.12 0.05 -0.877
C 1.35 0.90 2.84 -0.335
C -2.69 -1.92 3.22 -0.731
C 2.49 -1.94 -0.32 -0.057
C 3.48 -2.85 -2.34 -0.984
C -1.83 2.18 -0.92 1.457
C -3.21 3.63 0.44 -0.708
C -1.07 2.85 1.22 0.169
C -0.79 -0.51 3.71 1.332
C -2.98 -2.75 0.82 -0.618
C 4.81 -1.18 0.21 -0.420
C -2.33 -1.99 1.81 0.718
C -2.99 2.93 -0.73 -0.518
C 3.04 0.50 0.07 -0.960
C 5.37 1.12 0.54 -0.798
C 4.04 1.45 0.33 0.498
C 0.00 0.18 4.65 -0.772
C 3.48 -0.84 0.00 1.710
C -2.48 -2.76 -0.45 -0.860
C -2.24 3.59 1.43 -0.786
C -0.43 -0.46 2.36 -0.851
C -3.62 0.09 -2.22 -1.011
C -2.60 0.67 -4.28 -0.991
H -1.96 -0.24 -4.31 0.286
H 3.77 2.50 0.37 0.220
H 6.10 1.90 0.75 0.404
H -3.09 -0.88 -2.22 0.231
H 5.11 -2.22 0.16 0.330
H -0.98 0.60 -2.10 -0.105
H -4.59 -0.06 -2.69 0.467
H 3.77 -3.74 -1.77 0.307
H -3.53 0.43 -4.80 0.323
H -2.24 -1.24 5.15 0.557
H 1.06 -0.59 -2.02 0.087
H 2.69 -0.35 -2.64 0.365
H 1.74 1.40 4.89 0.429
H -2.09 1.45 -4.84 0.336
H -3.77 0.39 -1.19 0.287
H 2.19 1.46 2.45 0.315
H -1.11 2.15 -2.93 0.582
H 3.25 -3.17 -3.36 0.325
H -2.37 4.13 2.36 0.394
H -3.85 -3.33 1.07 0.575
H 0.90 2.18 -2.49 0.523
H 4.35 -2.17 -2.38 0.348
H 2.79 -2.87 0.17 0.802
H 1.57 -1.42 -3.52 0.486
H -0.28 0.14 5.70 0.444
H 6.80 -0.49 0.64 0.359
H 1.51 -1.64 0.06 -1.300
H -3.73 2.96 -1.52 0.403
H -2.96 -3.35 -1.22 0.472
H 2.60 2.07 -2.01 0.819
H -0.32 2.88 2.01 0.311
H -4.12 4.21 0.58 0.368
H -0.91 -2.02 -1.74 0.389
```